C4H11NO3S in the gas phase. Source: the Open Molecules 2025 dataset; level of theory: the ωB97M-V functional and the def2-TZVPD basis.

Output
Calculated total energy, a.u.: -837.55335
HOMO-LUMO gap, eV: 9.39
SMILES: CN(C)C[C@@H](O)[SH](=O)=O
Total charge: 0
HOMO level, eV: -8.85
E_LUMO, eV: 0.538
Energy above the lowest of the compared OMol25 structures with the same formula, charge and spin, eV: 3.107

XYZ file:
```
20
Properties=species:S:1:pos:R:3:lowdin_charge:R:1
C -0.036 1.555 0.315 -0.06
C -1.319 -0.247 -0.641 -0.08
C 0.285 -0.622 1.046 -0.20
C 1.558 -1.248 0.068 -0.36
N -0.601 0.226 0.526 -0.28
O 3.389 0.508 1.091 -0.37
O 2.577 1.020 -1.205 -0.38
O 1.472 -1.639 -1.224 -0.07
S 2.892 0.054 -0.172 0.70
H 0.558 1.702 1.271 0.12
H 0.722 1.561 -0.516 0.06
H -0.857 2.215 -0.088 0.11
H -1.650 -1.324 -0.528 0.12
H -2.140 0.399 -0.941 0.09
H -0.763 -0.255 -1.545 0.05
H 0.792 -0.371 1.935 0.10
H -0.184 -1.594 1.341 0.13
H 2.168 -2.065 0.618 0.16
H 0.902 -1.047 -1.723 0.08
H 3.907 -0.696 -0.790 0.09
```